[1]
C42H56N4O11PYb as an isolated structure at a distorted geometry, computed with wB97M-V/def2-TZVPD.

Last column: Mulliken spin population.
Positions of all 115 atoms, in Å:
Yb 10.9570 15.1689 8.7436  1.01
O 10.4845 10.7688 10.2980  0.00
C 10.2231 11.9166 9.9131  0.00
O 10.7922 13.0253 10.0451  0.00
C 8.8407 12.1315 9.1855  0.00
C 8.1807 13.3268 9.7197  0.00
C 6.6941 13.1335 9.3983  0.00
C 6.5904 13.3703 7.9057  0.00
C 8.0043 13.7079 7.4982  0.00
O 8.4751 14.4104 8.7673  0.00
C 8.8031 12.3957 7.6184  0.00
C 10.2588 12.5791 6.9081  0.00
O 10.6839 11.5844 6.3025  0.00
O 10.8409 13.7031 7.0971  0.00
H 8.1965 11.2384 9.5299  0.00
H 8.3537 13.6754 10.7521  0.00
H 6.3420 12.1734 9.6944  0.00
H 6.1140 13.9165 9.8567  0.00
H 6.2524 12.4942 7.3849  0.00
H 5.8512 14.1335 7.6178  0.00
H 8.1028 14.3519 6.6355  0.00
H 8.3603 11.5316 7.1179  0.00
C 15.1498 17.1096 8.9247  0.00
C 14.1336 17.0784 10.0868  0.00
C 14.7576 17.7233 11.3087  0.00
O 12.9819 17.8601 9.7244  0.00
C 13.7949 15.5408 10.4205  0.00
O 14.2722 15.0472 11.4489  0.00
O 13.0238 14.9594 9.5915  0.00
H 15.5116 18.1667 8.7890  0.00
H 14.6860 16.8097 7.9881  0.00
H 16.0669 16.4644 9.1215  0.00
H 15.0193 18.7871 11.1791  0.00
H 15.6881 17.2300 11.5764  0.00
H 14.1161 17.6798 12.1914  0.00
H 12.5994 17.5499 8.8274  0.00
O 10.5555 16.9335 7.3272  0.00
O 11.9927 16.7799 7.3736  0.00
N 10.1792 18.3856 11.4112  0.00
C 9.8270 17.0537 11.5701  0.00
O 10.1248 16.2085 10.6960  0.00
C 9.0113 16.6246 12.6994  0.00
C 8.2218 17.4155 13.5586  0.00
N 7.5926 18.0300 14.3405  0.00
C 8.8946 15.2775 13.0140  0.00
N 8.8028 14.1415 13.3174  0.00
H 11.0119 18.5194 10.8552  0.00
H 9.8887 19.0975 12.0504  0.00
C 10.2645 18.0812 6.5260  0.00
C 10.7892 19.3388 7.1746  0.00
C 9.8849 20.3129 7.5589  0.00
C 10.3627 21.4471 8.2636  0.00
C 11.7233 21.6097 8.4914  0.00
C 12.6200 20.6069 8.0411  0.00
C 12.1943 19.5191 7.3490  0.00
C 12.1683 22.6580 9.3398  0.00
N 12.5042 23.4098 10.1760  0.00
H 10.7137 17.9393 5.5134  0.00
H 9.1498 18.1483 6.5087  0.00
H 8.7927 20.1913 7.4087  0.00
H 9.6532 22.1442 8.6644  0.00
H 13.6702 20.6700 8.2118  0.00
H 12.9456 18.9106 6.9403  0.00
C 17.7078 12.0470 6.8095  0.00
C 16.6581 13.0251 7.4040  0.00
C 16.3885 12.6805 8.9134  0.00
C 16.1164 11.1675 9.2496  0.00
C 17.0325 10.1710 8.5374  0.00
C 17.4191 10.5524 7.0687  0.00
P 14.2446 11.1050 8.9659  0.00
C 13.6014 10.5410 10.6515  0.00
C 13.4640 11.7275 11.6621  0.00
C 13.7047 11.3817 13.1480  0.00
C 13.1637 9.9581 13.4422  0.00
C 13.7077 8.8283 12.5736  0.00
C 14.3429 9.3046 11.2324  0.00
C 13.9405 9.6668 7.7846  0.00
C 13.8174 10.2855 6.3410  0.00
C 14.0284 9.1463 5.3059  0.00
C 13.2259 7.9317 5.7356  0.00
C 12.1148 8.2712 6.7299  0.00
C 12.6626 8.7637 8.0754  0.00
H 18.7392 12.3851 7.1629  0.00
H 17.7927 12.2297 5.7525  0.00
H 15.7310 13.0730 6.7625  0.00
H 17.1217 14.0215 7.3301  0.00
H 15.5547 13.2916 9.2898  0.00
H 17.2635 13.0579 9.5224  0.00
H 16.1922 11.0256 10.3609  0.00
H 16.5782 9.1861 8.6153  0.00
H 17.9358 10.2299 9.1847  0.00
H 16.6202 10.2143 6.3709  0.00
H 18.3223 9.9694 6.8588  0.00
H 12.5704 10.1920 10.3997  0.00
H 12.4640 12.1498 11.5557  0.00
H 14.1247 12.5727 11.3274  0.00
H 13.1736 12.1732 13.7212  0.00
H 14.7458 11.4390 13.3988  0.00
H 12.0776 10.1452 13.2849  0.00
H 13.3238 9.7222 14.4986  0.00
H 12.8853 8.1635 12.2592  0.00
H 14.3983 8.2414 13.1913  0.00
H 14.3162 8.5034 10.4383  0.00
H 15.4109 9.5247 11.3963  0.00
H 14.8414 9.0750 7.8132  0.00
H 14.6129 11.0446 6.2066  0.00
H 12.8676 10.8082 6.2463  0.00
H 15.1445 8.9582 5.3786  0.00
H 13.8357 9.5347 4.2576  0.00
H 13.9311 7.1743 6.1414  0.00
H 12.8631 7.4116 4.8507  0.00
H 11.4941 7.3956 6.9361  0.00
H 11.4745 9.0574 6.3333  0.00
H 12.9262 7.8719 8.6952  0.00
H 11.9119 9.3399 8.6579  0.00

Computed properties:
ΔE to the lowest compared entry with this formula, charge and spin = 0.00 kcal per mole
electronic energy = -4180.924497 Eh
spin multiplicity = 2
LUMO level = 0.1323 Ha
M = 996.94 Da
frontier orbital gap = 6.45 eV
HOMO = -2.85 eV
charge = -2
largest force on an atom = 0.073 hartree/bohr


[2]
C42H56N5O2P3SV as an isolated structure at a distorted geometry, computed with wB97M-V/def2-TZVPD.

Last column: Mulliken spin population.
Positions of all 110 atoms, in Å:
V -0.1603 0.3305 0.2485  2.08
C -1.4397 -4.7615 1.8501  0.00
C -0.9654 -3.3333 2.1589  0.02
C -1.8894 -2.7601 3.2313  0.01
P -0.7195 -2.2515 0.6679  0.17
C -1.9596 -2.8998 -0.5324  -0.02
C -1.4366 -2.8151 -1.9573  0.04
C -3.2569 -2.1068 -0.3843  0.00
C 0.9042 -2.8368 0.0461  -0.02
C 1.4009 -4.1258 0.2570  -0.01
C 2.5311 -4.6019 -0.3837  0.01
C 3.1559 -3.7662 -1.3069  -0.01
C 2.7166 -2.4732 -1.5160  0.01
C 1.6302 -1.9481 -0.7832  0.09
N 1.2093 -0.6449 -0.8680  0.02
C 1.9119 0.2814 -1.6417  0.04
C 3.3783 0.6053 -1.2435  0.00
C 3.6275 2.0230 -1.6739  0.00
C 3.1602 2.4808 -2.9985  0.01
C 1.9941 1.9822 -3.3920  -0.02
C 1.2337 1.0720 -2.5184  -0.03
P -0.5751 1.2593 -2.3313  0.10
C -1.2469 0.7776 -3.9802  0.02
C -2.7785 0.8444 -3.9642  0.01
C -0.7541 -0.5658 -4.5286  0.00
C -0.6833 3.1317 -2.3906  0.01
C -0.6579 3.7764 -3.7782  0.00
C -1.8510 3.7202 -1.6125  0.01
H -1.1488 -5.4227 2.6707  0.00
H -1.0518 -5.1875 0.9293  0.00
H -2.5311 -4.7898 1.7867  0.00
H 0.0381 -3.3885 2.5838  0.00
H -2.8865 -2.5496 2.8336  0.00
H -1.5102 -1.8455 3.6806  0.00
H -2.0158 -3.4966 4.0315  0.00
H -2.1528 -3.9401 -0.2885  0.00
H -1.1443 -1.7959 -2.2048  0.02
H -2.2266 -3.1169 -2.6543  0.00
H -0.5619 -3.4471 -2.1259  0.00
H -3.0719 -1.0478 -0.5383  0.05
H -3.7190 -2.2155 0.6028  0.01
H -3.9911 -2.4281 -1.1298  0.00
H 0.8921 -4.7882 0.9433  0.00
H 2.8941 -5.6029 -0.1913  0.00
H 4.0077 -4.1305 -1.8714  0.00
H 3.2125 -1.8526 -2.2481  0.01
H 4.0981 -0.1161 -1.6354  0.00
H 4.6315 2.3490 -1.4063  0.00
H 3.7336 3.1754 -3.5981  0.00
H 1.5790 2.2430 -4.3601  0.00
H -0.8755 1.5561 -4.6436  0.00
H -3.1847 0.1827 -3.1889  0.00
H -3.1959 0.5163 -4.9213  0.00
H -3.1542 1.8533 -3.7711  0.00
H -1.4093 -1.3830 -4.2288  0.00
H 0.2594 -0.8163 -4.2084  0.00
H -0.7584 -0.5326 -5.6219  0.00
H 0.2265 3.4268 -1.8603  0.00
H -1.5547 3.5404 -4.3570  0.00
H 0.2095 3.5180 -4.3804  0.00
H -0.6407 4.8634 -3.6559  0.00
H -2.8212 3.4680 -2.0449  0.00
H -1.7736 4.8136 -1.6045  0.00
H -1.8617 3.3955 -0.5772  0.01
N 6.6497 5.3933 3.3014  0.00
C 5.7018 4.7192 2.5315  0.00
C 4.5028 5.3421 2.1828  0.00
C 3.5896 4.7028 1.3671  0.00
C 3.8532 3.4167 0.9128  0.00
C 5.0362 2.7734 1.2572  0.00
C 5.9581 3.4323 2.0560  0.00
S 2.6328 2.7782 -0.1774  0.01
O 3.4852 0.7504 0.1412  0.01
O 2.0201 3.9838 -0.7876  0.00
N 1.3138 2.1177 0.6417  0.03
C 1.6280 1.4416 1.8118  0.03
N 2.5161 1.8572 2.7250  -0.01
C 2.7310 1.0826 3.7633  0.02
C 2.0589 -0.1191 3.9799  0.00
C 1.1050 -0.4354 3.0524  0.08
N 0.8594 0.3325 1.9887  -0.06
H 6.3055 6.1491 3.8690  0.00
H 7.3182 4.8156 3.7827  0.00
H 4.2917 6.3456 2.5395  0.00
H 2.6737 5.1973 1.0718  0.00
H 5.1990 1.7535 0.9333  0.00
H 6.8881 2.9394 2.3221  0.00
H 3.4690 1.4346 4.4810  0.00
H 2.2566 -0.7531 4.8310  0.00
H 0.5071 -1.3287 3.1439  0.00
C -1.3756 3.1149 2.2732  0.02
P -2.0087 1.5403 1.5778  0.23
C -2.4580 0.7084 3.1377  0.03
C -3.6986 1.9511 0.9982  -0.03
C -4.1636 1.4100 -0.1965  -0.01
C -5.4633 1.6362 -0.6369  0.01
C -6.3190 2.4237 0.1207  0.00
C -5.8700 2.9768 1.3172  0.00
C -4.5715 2.7361 1.7510  0.00
H -2.1599 3.6775 2.7794  0.00
H -0.9190 3.7228 1.4932  0.00
H -0.5946 2.8820 3.0009  0.00
H -3.0828 1.3621 3.7490  0.00
H -1.5624 0.4536 3.7035  0.00
H -3.0118 -0.2007 2.9237  0.00
H -3.4921 0.8265 -0.8107  0.03
H -5.7976 1.2038 -1.5734  0.00
H -7.3312 2.6112 -0.2189  0.00
H -6.5316 3.5924 1.9157  0.00
H -4.2455 3.1605 2.6937  0.00

Computed properties:
electronic energy = -4424.489939 Eh
spin multiplicity = 4
LUMO level (alpha / beta) = 0.0202 / 0.0191 Ha
M = 838.88 Da
frontier orbital gap (alpha / beta) = 6.67 / 7.10 eV
HOMO (alpha / beta) = -6.12 / -6.58 eV
largest force on an atom = 0.026 hartree/bohr


> What is the largest force on an atom in the first record?

0.073 hartree/bohr


> Which of these has the highest electronic energy?

C42H56N4O11PYb


> Number 2 is which compound?

C42H56N5O2P3SV